*i*
{
  "formula": "C7H10",
  "method": "wB97M-V/def2-TZVPD",
  "species": ["C", "C", "C", "C", "C", "C", "C", "H", "H", "H", "H", "H", "H", "H", "H", "H", "H"],
  "positions_angstrom": [[2.07294, 0.10652, 0.53676], [0.78736, -0.24738, -0.18987], [-0.22717, -1.07977, 0.62574], [-1.54816, -0.48390, 0.14741], [-1.37458, 0.21363, -1.17830], [-1.42148, 1.00091, 0.04926], [-0.12171, 0.87894, -0.69710], [2.71038, 0.74539, -0.08351], [1.89405, 0.62407, 1.48421], [2.63518, -0.81007, 0.74970], [-0.09991, -0.91081, 1.70366], [-0.14718, -2.15388, 0.43360], [-2.50964, -0.91797, 0.40980], [-1.91188, 0.18827, -2.10974], [1.06139, -0.80995, -1.09226], [-2.02988, 1.83680, 0.35735], [0.28197, 1.76849, -1.17662]],
  "nbo_charge": [-0.603, -0.214, -0.398, -0.204, -0.255, -0.245, -0.208, 0.206, 0.203, 0.209, 0.198, 0.206, 0.222, 0.233, 0.193, 0.233, 0.223],
  "homo_lumo_gap_ev": 10.59,
  "molar_mass_g_mol": 94.157,
  "homo_ev": -9.4,
  "smiles": "C[C@H]1C[C@H]2[C@@H]3[C@H]2[C@@H]31",
  "lumo_energy_ev": 1.221
}

*ii*
{
  "formula": "C7H10",
  "method": "wB97M-V/def2-TZVPD",
  "species": ["C", "C", "C", "C", "C", "C", "C", "H", "H", "H", "H", "H", "H", "H", "H", "H", "H"],
  "positions_angstrom": [[-1.30330, 0.14317, 0.61168], [-1.43104, 0.59491, -0.89371], [-0.03874, 0.83979, -1.32023], [0.70653, -0.46308, -1.30916], [1.12727, -0.67988, 0.15133], [1.42657, 0.54266, 0.97500], [0.10050, -0.18822, 1.12798], [-1.87890, -0.78437, 0.71817], [-1.78062, 0.88986, 1.24881], [-1.88643, -0.22897, -1.46803], [-2.08253, 1.47260, -0.98068], [0.10414, -1.33952, -1.61180], [1.59030, -0.38979, -1.94829], [1.67031, -1.60268, 0.35042], [1.52684, 1.49741, 0.46913], [2.12172, 0.40612, 1.80373], [0.02739, -0.71000, 2.07565]],
  "nbo_charge": [-0.378, -0.585, 0.229, -0.576, -0.201, -0.429, -0.238, 0.218, 0.221, 0.213, 0.212, 0.189, 0.226, 0.222, 0.241, 0.217, 0.220],
  "homo_lumo_gap_ev": 8.08,
  "molar_mass_g_mol": 94.157,
  "homo_ev": -8.0,
  "lumo_energy_ev": 0.075
}

*iii*
{
  "formula": "C7H10",
  "method": "wB97M-V/def2-TZVPD",
  "species": ["C", "C", "C", "C", "C", "C", "C", "H", "H", "H", "H", "H", "H", "H", "H", "H", "H"],
  "positions_angstrom": [[-2.16740, -0.26945, -0.09458], [-0.77569, 0.11965, -0.12832], [-1.16543, -0.91930, -1.19178], [0.12155, 1.09251, 0.20209], [-1.22486, -2.39375, -0.97953], [1.60817, 0.90724, -0.06247], [-0.30985, 2.32531, 0.94693], [-1.12385, -0.45813, -2.13976], [-0.28547, -2.75025, -0.46650], [-1.41181, -3.00135, -1.87730], [-2.11478, -2.68317, -0.35541], [1.79605, 1.86859, -0.40598], [1.79998, 0.22011, -0.80890], [2.15114, 0.63177, 0.84031], [-1.33862, 2.63324, 0.86252], [0.32212, 3.18503, 0.69238], [-0.05678, 2.13602, 2.06430]],
  "nbo_charge": [0.110, -0.245, -0.355, 0.163, -0.633, -0.645, -0.657, 0.231, 0.213, 0.222, 0.232, 0.214, 0.225, 0.231, 0.242, 0.217, 0.235],
  "homo_lumo_gap_ev": 7.85,
  "molar_mass_g_mol": 94.157,
  "homo_ev": -8.4,
  "lumo_energy_ev": -0.546
}

The structure with the greatest stability is *i*.

*i*
{
  "formula": "C7H10",
  "method": "wB97M-V/def2-TZVPD",
  "species": ["C", "C", "C", "C", "C", "C", "C", "H", "H", "H", "H", "H", "H", "H", "H", "H", "H"],
  "positions_angstrom": [[-1.51240, -1.24005, -0.03174], [-0.21878, -0.74577, -0.64550], [0.19915, 0.74412, -0.64291], [-0.65319, 1.84724, -0.04923], [0.86898, -0.24242, 0.23711], [1.15558, -0.25864, 1.68641], [2.22458, -0.73679, 1.02895], [-2.35863, -1.05268, -0.70301], [-1.46170, -2.31884, 0.15387], [-1.71250, -0.75139, 0.92576], [0.06693, -1.26399, -1.56110], [0.73384, 1.02509, -1.55048], [-0.04886, 2.74215, 0.13770], [-1.46636, 2.12589, -0.73011], [-1.08720, 1.54227, 0.90663], [1.98215, -0.89311, -0.19856], [3.28843, -0.52307, 1.03619]],
  "nbo_charge": [-0.616, -0.205, -0.223, -0.615, -0.099, -0.082, -0.450, 0.213, 0.221, 0.226, 0.216, 0.220, 0.221, 0.212, 0.227, 0.277, 0.257],
  "homo_lumo_gap_ev": 9.68,
  "molar_mass_g_mol": 94.157,
  "homo_ev": -8.8,
  "lumo_energy_ev": 0.848
}

*ii*
{
  "formula": "C7H10",
  "method": "wB97M-V/def2-TZVPD",
  "species": ["C", "C", "C", "C", "C", "C", "C", "H", "H", "H", "H", "H", "H", "H", "H", "H", "H"],
  "positions_angstrom": [[1.33732, -0.31556, 1.04728], [1.29044, 0.77085, 0.01042], [1.28554, -0.68320, -0.39240], [-0.11160, -0.54956, -1.03644], [-1.45288, -0.32913, -0.51045], [-1.28670, 0.83737, 0.40883], [-0.11373, 1.01523, -0.57936], [2.31093, -0.44004, 1.51640], [0.49834, -0.53662, 1.70135], [2.09058, 1.49975, -0.08367], [2.08168, -1.23253, -0.88646], [-0.10450, -0.88250, -2.07851], [-1.98565, -1.81902, 0.57181], [-2.32723, -1.48862, -0.07095], [-2.12436, 1.53641, 0.34977], [-0.93111, 0.77134, 1.44015], [-0.19533, 1.78710, -1.34142]],
  "nbo_charge": [-0.420, -0.224, -0.235, -0.272, -0.108, -0.494, -0.148, 0.229, 0.214, 0.226, 0.223, 0.216, 0.051, 0.091, 0.213, 0.207, 0.232],
  "homo_lumo_gap_ev": 8.75,
  "molar_mass_g_mol": 94.157,
  "homo_ev": -7.7,
  "lumo_energy_ev": 1.058
}

*iii*
{
  "formula": "C7H10",
  "method": "wB97M-V/def2-TZVPD",
  "species": ["C", "C", "C", "C", "C", "C", "C", "H", "H", "H", "H", "H", "H", "H", "H", "H", "H"],
  "positions_angstrom": [[2.21900, -0.89982, -0.24404], [1.46241, -0.62811, -1.29926], [-2.45649, -0.88445, 0.20727], [0.42598, 1.76718, -1.58694], [0.69474, 0.53720, -1.30929], [-1.30352, -0.20477, 0.23888], [-0.49084, 0.10143, 1.42497], [2.78709, -1.84922, -0.31057], [2.42160, -0.23106, 0.61304], [1.39664, -1.37978, -2.05530], [-3.36297, -0.56779, 0.93113], [-2.80046, -1.55228, -0.60022], [1.08933, 2.56406, -1.82441], [-0.51165, 2.13522, -1.59755], [-0.87596, -0.09721, 2.38500], [-0.18745, 1.06182, 1.50375], [0.39637, -0.48913, 1.44606]],
  "nbo_charge": [-0.370, -0.334, -0.509, -0.488, 0.157, 0.138, -0.726, 0.195, 0.202, 0.233, 0.202, 0.213, 0.207, 0.211, 0.216, 0.217, 0.237],
  "homo_lumo_gap_ev": [7.71, 7.98],
  "molar_mass_g_mol": 94.157,
  "homo_ev": [-7.4, -7.9],
  "lumo_energy_ev": [0.271, 0.101]
}

The structure with the greatest stability is *i*.

*i*
{
  "formula": "C2H3NOS",
  "method": "wB97M-V/def2-TZVPD",
  "species": ["C", "C", "H", "H", "H", "N", "O", "S"],
  "positions_angstrom": [[0.24005, -0.12198, -1.11922], [-0.19967, -0.00885, 1.42114], [0.48494, 0.81707, -1.90271], [0.75845, -1.14411, -1.81638], [-0.00122, 0.45683, 2.60085], [-1.31599, -0.02592, 0.89153], [-1.15888, -0.28295, -0.55165], [1.19233, 0.30991, 0.47643]],
  "nbo_charge": [-0.246, -0.157, 0.215, 0.220, 0.251, -0.099, -0.412, 0.229],
  "homo_lumo_gap_ev": 9.53,
  "molar_mass_g_mol": 89.119,
  "homo_ev": -9.0,
  "lumo_energy_ev": 0.482
}

*ii*
{
  "formula": "C2H3NOS",
  "method": "wB97M-V/def2-TZVPD",
  "species": ["C", "C", "N", "O", "S", "H", "H", "H"],
  "positions_angstrom": [[1.37716, 1.80505, -2.13810], [-0.01262, -0.40208, -0.32013], [1.06174, -0.68224, -1.24519], [1.00417, 2.89730, -1.90716], [2.17877, 0.35679, -1.64612], [-0.67622, 0.40122, -0.74013], [-0.55363, -1.30979, -0.21101], [0.30165, -0.11208, 0.65366]],
  "nbo_charge": [0.371, -0.435, -0.776, -0.419, 0.693, 0.169, 0.212, 0.185],
  "homo_lumo_gap_ev": [7.63, 7.63],
  "molar_mass_g_mol": 89.119,
  "homo_ev": [-8.3, -8.3],
  "lumo_energy_ev": [-0.672, -0.673]
}

*iii*
{
  "formula": "C2H3NOS",
  "method": "wB97M-V/def2-TZVPD",
  "species": ["C", "C", "N", "O", "S", "H", "H", "H"],
  "positions_angstrom": [[0.51157, -1.25427, 0.49148], [-0.89098, 0.39086, -0.21130], [-0.64089, -0.74211, 0.35688], [-0.19483, 1.38391, -0.54688], [1.20479, 2.48321, -0.78070], [1.44051, -0.77581, -0.13344], [0.57602, -2.11849, 1.19700], [-2.00620, 0.63270, -0.37304]],
  "nbo_charge": [0.069, 0.526, -0.517, -0.519, -0.121, 0.202, 0.203, 0.157],
  "homo_lumo_gap_ev": [6.50, 6.50],
  "molar_mass_g_mol": 89.119,
  "homo_ev": [-8.2, -8.2],
  "lumo_energy_ev": [-1.650, -1.649]
}

The structure with the greatest stability is *ii*.

*i*
{
  "formula": "C6H13BrN",
  "method": "wB97M-V/def2-TZVPD",
  "species": ["C", "C", "C", "C", "C", "C", "N", "Br", "H", "H", "H", "H", "H", "H", "H", "H", "H", "H", "H", "H", "H"],
  "positions_angstrom": [[1.27010, 2.12336, -1.78858], [1.38271, 0.42610, -0.32826], [0.56426, -2.25008, -0.75367], [-1.58585, 0.58959, 1.90404], [-0.41851, -1.10379, -0.60185], [-0.78765, 1.01943, 0.68622], [0.17433, -0.06003, 0.28845], [2.83021, 0.64082, 0.79300], [2.26081, 2.25629, -2.18078], [0.44023, 1.96537, -2.46083], [0.81756, -2.68099, 0.21243], [0.13041, -3.03333, -1.36692], [1.47888, -1.90734, -1.23512], [-2.13564, -0.33149, 1.72893], [-0.93848, 0.45701, 2.76933], [-2.30656, 1.36403, 2.15009], [-1.35423, -1.44582, -0.15870], [-0.62263, -0.63962, -1.56686], [-0.21032, 1.91601, 0.91353], [-1.43221, 1.23074, -0.16632], [0.44257, -0.53626, 1.16187]],
  "nbo_charge": [-0.081, -0.050, -0.636, -0.639, -0.209, -0.209, -0.503, 0.208, 0.170, 0.154, 0.220, 0.257, 0.238, 0.222, 0.225, 0.261, 0.231, 0.231, 0.240, 0.230, 0.440],
  "homo_lumo_gap_ev": [7.96, 8.96],
  "molar_mass_g_mol": 179.081,
  "total_charge": 1,
  "homo_ev": [-12.8, -13.9],
  "lumo_energy_ev": [-4.835, -4.949]
}

*ii*
{
  "formula": "C6H13BrN",
  "method": "wB97M-V/def2-TZVPD",
  "species": ["C", "C", "C", "C", "C", "C", "N", "Br", "H", "H", "H", "H", "H", "H", "H", "H", "H", "H", "H", "H", "H"],
  "positions_angstrom": [[-2.68431, 0.12363, -0.92447], [-1.50411, 0.48857, -0.32078], [1.23469, 1.64578, 0.82965], [0.34942, -1.18161, -1.91960], [0.56894, 0.29906, 1.24617], [-0.57377, -0.30116, 0.37296], [1.53878, -0.56522, 1.75078], [-0.82573, -2.10028, 0.88667], [-3.22293, 0.77000, -1.71948], [-3.17065, -0.80763, -0.52913], [-0.99980, 1.46197, -0.56575], [2.21766, 1.36906, 0.48846], [0.68927, 2.01530, -0.05075], [1.31787, 2.29568, 1.79900], [-0.59911, -1.45898, -1.63196], [0.73021, -1.79442, -2.79054], [0.53042, -0.09476, -2.24805], [-0.32848, 0.57466, 2.04414], [1.12749, -1.23050, 2.31653], [2.42862, -0.10892, 2.10144], [1.17551, -1.40023, -1.13529]],
  "nbo_charge": [-0.096, -0.431, -0.615, -0.880, -0.105, 0.216, -0.805, 0.245, 0.263, 0.231, 0.254, 0.236, 0.220, 0.260, 0.195, 0.265, 0.225, 0.284, 0.387, 0.419, 0.233],
  "homo_lumo_gap_ev": [7.52, 7.52],
  "molar_mass_g_mol": 179.081,
  "total_charge": 1,
  "homo_ev": [-13.9, -13.9],
  "lumo_energy_ev": [-6.390, -6.389]
}

The structure with the greatest stability is *ii*.

*i*
{
  "formula": "C4H10O2",
  "method": "wB97M-V/def2-TZVPD",
  "species": ["C", "C", "C", "O", "C", "O", "H", "H", "H", "H", "H", "H", "H", "H", "H", "H"],
  "positions_angstrom": [[1.46528, 0.98060, -1.35208], [1.00289, -0.12424, -0.39989], [-0.40250, 0.08322, 0.14703], [-1.26258, 0.59611, -0.83835], [-1.11347, -1.10995, 0.76884], [-2.29918, -0.50104, 1.28146], [2.50094, 0.80547, -1.66361], [0.84081, 1.01380, -2.24966], [1.41559, 1.96575, -0.87638], [1.08409, -1.09529, -0.90852], [1.66219, -0.17404, 0.47357], [-0.39049, 0.79526, 1.04898], [-2.14134, 0.44951, -0.44440], [-0.52841, -1.56653, 1.57576], [-1.39239, -1.88154, 0.03980], [-1.91693, 0.31748, 1.65602]],
  "nbo_charge": [-0.602, -0.417, 0.101, -0.723, -0.096, -0.716, 0.208, 0.222, 0.205, 0.204, 0.205, 0.109, 0.482, 0.169, 0.191, 0.459],
  "homo_lumo_gap_ev": 11.08,
  "molar_mass_g_mol": 90.122,
  "homo_ev": -10.2,
  "smiles": "CC[C@@H](O)CO",
  "lumo_energy_ev": 0.914
}

*ii*
{
  "formula": "C4H10O2",
  "method": "wB97M-V/def2-TZVPD",
  "species": ["C", "C", "C", "O", "C", "O", "H", "H", "H", "H", "H", "H", "H", "H", "H", "H"],
  "positions_angstrom": [[-1.38602, -1.03549, 0.60202], [-0.23042, -0.40610, 0.40342], [0.79518, -0.98946, -0.54339], [1.51906, 0.04492, -1.20948], [0.13522, 0.84855, 1.17349], [0.48633, 1.94814, 0.36312], [-1.79250, 0.91423, -1.40376], [-1.64927, -1.94001, 0.05651], [-2.12107, -0.65900, 1.30945], [-1.26217, 1.43595, -1.38400], [0.29010, -1.63051, -1.27969], [1.49497, -1.61701, 0.02934], [2.37152, -0.30486, -1.48995], [-0.73127, 1.16539, 1.76266], [0.94472, 0.61018, 1.88639], [1.13564, 1.61508, -0.27615]],
  "nbo_charge": [-0.385, -0.019, -0.100, -0.742, -0.096, -0.726, -0.020, 0.194, 0.201, 0.014, 0.178, 0.176, 0.483, 0.187, 0.162, 0.491],
  "homo_lumo_gap_ev": 10.16,
  "molar_mass_g_mol": 90.122,
  "homo_ev": -9.6,
  "smiles": "C=C(CO)CO.[H][H]",
  "lumo_energy_ev": 0.573
}

*iii*
{
  "formula": "C4H10O2",
  "method": "wB97M-V/def2-TZVPD",
  "species": ["C", "C", "O", "C", "C", "H", "H", "H", "H", "H", "H", "H", "H", "H", "H", "O"],
  "positions_angstrom": [[0.31609, -1.05326, -0.19401], [-3.12877, 0.51275, 0.11785], [1.93819, 1.74874, 0.33926], [-1.79832, 0.25531, 0.00345], [-1.15044, -0.96168, -0.18472], [0.66442, -0.01457, -0.10610], [0.79335, -1.55562, 0.64271], [0.78855, -1.43855, -1.09038], [-3.45650, 1.54591, 0.22537], [-3.83621, -0.31146, 0.02452], [2.61283, 2.41702, 0.46197], [-1.10852, 1.12153, 0.10720], [-1.78817, -1.85936, -0.29545], [3.83456, -0.71060, -0.08893], [2.43795, 0.86918, 0.14888], [2.88099, -0.56534, -0.11163]],
  "nbo_charge": [-0.765, -0.111, -1.058, -0.355, 0.236, 0.292, 0.340, 0.325, 0.227, 0.204, 0.456, 0.259, 0.196, 0.434, 0.510, -1.188],
  "homo_lumo_gap_ev": 3.95,
  "molar_mass_g_mol": 90.122,
  "homo_ev": -7.3,
  "lumo_energy_ev": -3.370
}

The structure with the greatest stability is *i*.